[1]
DFT (ωB97M-V/def2-TZVPD) results for C2H4ClF in the gas phase.

The value obtained for the HOMO energy is -10.870 eV. Its energy above the lowest of the compared OMol25 structures with the same formula, charge and spin is 35.9 kcal per mole. The maximum force is 4.85 eV/A. Its SMILES is FCCCl.

```
8
Properties=species:S:1:pos:R:3:forces:R:3:lowdin_charge:R:1
F -1.4214 -1.0409 -0.3573 -0.5 -0.3 -1.0 -0.068
C -0.6351 -0.2266 0.4142 -2.0 1.6 1.4 -0.323
C 0.5308 0.2395 -0.3408 3.8 2.8 1.0 -0.486
Cl 2.2073 -0.7108 -0.0522 -2.1 0.9 -0.6 0.375
H -0.6136 -0.8722 1.3583 0.8 1.9 -0.8 0.147
H -1.1640 0.8787 0.4562 0.4 -2.9 0.7 0.161
H 0.8397 1.4106 -0.1019 -0.7 -3.3 -0.1 0.130
H 0.2564 0.3217 -1.3765 0.3 -0.7 -0.6 0.065
```
Positions in Å, forces in eV/Å.

[2]
DFT (ωB97M-V/def2-TZVPD) results for a gas-phase ion, C9H13N2 (charge +1).

The value obtained for the HOMO energy (spin up / spin down) is -10.352 / -12.837 eV. Its energy above the lowest of the compared OMol25 structures with the same formula, charge and spin is 7.1 kcal per mole. Its spin multiplicity is 3. The maximum force is 7.67 eV/A. As for the expectation value of S²: 2.024. As for the charge: +1.

```
24
Properties=species:S:1:pos:R:3:forces:R:3:lowdin_spin:R:1
C 1.2510 1.6898 -0.2017 1.5 0.5 0.0 0.162
C 1.8267 0.4006 -0.2274 0.0 0.5 -0.6 0.125
C -0.3939 0.1182 -0.0979 1.2 1.9 -0.1 0.053
C 3.7436 -1.1938 0.1574 -1.7 1.3 1.2 0.084
C -0.9495 2.5002 0.1571 -1.0 7.1 0.7 0.618
C 3.1893 0.0052 -0.1846 3.4 -0.8 -1.1 -0.004
C -1.5710 -0.5370 0.0720 -2.1 -0.8 0.1 0.327
C -2.9724 0.0003 0.1501 1.4 2.7 -2.1 0.043
C -1.6962 -2.0100 0.0551 1.3 -0.2 1.7 0.046
N 0.8183 -0.5271 -0.2755 -2.6 0.2 0.2 0.200
N -0.1042 1.5580 -0.0695 2.9 -7.0 -1.1 0.213
H 1.7924 2.7399 -0.2816 -1.4 -2.6 0.4 0.002
H 4.8051 -1.1875 0.2399 0.6 -0.4 -0.4 0.005
H 3.2284 -2.0019 0.7017 0.0 0.3 -0.6 0.005
H -1.9929 2.4678 0.2628 -0.9 -0.7 0.0 0.041
H -0.4668 3.5459 0.1515 -1.1 -1.8 0.1 0.026
H 4.0077 0.6704 -0.6063 -1.6 -0.2 0.7 -0.001
H -3.2897 0.4941 -0.8286 0.6 -0.2 1.2 0.017
H -3.7307 -0.6944 0.2943 -0.8 -1.7 0.6 0.000
H -2.9565 0.7041 0.9455 -0.7 0.9 0.6 0.011
H -0.7908 -2.5594 -0.0131 1.0 -0.6 -0.2 0.000
H -2.1917 -2.4411 0.9470 -0.1 0.6 -0.4 0.013
H -2.2497 -2.1948 -0.7996 -1.4 -0.9 -1.7 0.012
H 0.6934 -1.5474 -0.5487 1.4 1.8 0.6 0.003
```
Positions in Å, forces in eV/Å.

[3]
DFT (ωB97M-V/def2-TZVPD) results for C6H10O in the gas phase.

The value obtained for the HOMO energy is -9.955 eV. Its energy above the lowest of the compared OMol25 structures with the same formula, charge and spin is 36.2 kcal per mole. The maximum force is 0.53 eV/A. Its SMILES is C#CCC[C@@H](C)O.

```
17
Properties=species:S:1:pos:R:3:forces:R:3:lowdin_charge:R:1
C 2.0043 -0.7029 1.6812 0.2 -0.4 0.0 0.110
C 1.3034 -1.1993 0.8503 0.0 0.0 0.2 -0.158
C 0.3937 -1.6649 -0.1780 -0.1 0.1 -0.2 -0.203
C -0.1225 -0.5047 -1.0380 -0.4 -0.1 0.0 -0.160
C -1.0579 0.4649 -0.3005 0.4 0.0 0.1 -0.444
C -0.3255 1.4536 0.6056 -0.2 -0.4 -0.3 -0.047
O -1.8550 1.1679 -1.2366 -0.2 0.2 -0.3 -0.046
H 2.6638 -0.3445 2.4167 0.3 0.2 0.4 0.023
H -0.4510 -2.1790 0.2948 0.1 0.0 -0.1 0.122
H 0.9242 -2.3822 -0.8100 -0.1 0.0 0.0 0.117
H 0.7233 0.0507 -1.4456 0.1 0.0 -0.1 0.120
H -0.6847 -0.9241 -1.8763 0.0 0.0 0.0 0.117
H -1.7781 -0.1132 0.2901 0.1 0.0 0.0 0.147
H -1.0266 2.1932 0.9514 -0.3 0.3 0.2 0.075
H 0.4739 1.9535 0.0628 0.1 0.1 -0.1 0.086
H 0.1049 0.9517 1.4552 0.2 -0.1 0.3 0.048
H -1.2901 1.7793 -1.7230 0.0 0.0 0.0 0.092
```
Positions in Å, forces in eV/Å.